# 1
Density functional theory data (ωB97M-V/def2-TZVPD) for a structure of composition C29H32Cl2F5N7O5Sc at a distorted geometry.

Calculated values
- Electronic energy: -110586.8938 eV

```
! RIJCOSX wB97M-V def2-TZVPD def2/J DEFGRID3
* xyz 1 1
Sc 0.32543 0.21358 -0.16503
N -1.86684 -5.38117 -2.35667
C -0.93894 -4.16837 -2.22901
C -0.64548 -3.90874 -0.75797
C -1.70959 -3.09373 0.02085
N -1.09810 -1.83334 0.50600
C -2.97757 -2.85443 -0.80976
C -2.76908 -2.34106 -2.25806
N -2.62792 -0.88943 -2.26361
C -1.55874 -2.99597 -2.95936
H -1.45908 -6.20065 -1.90760
H -2.04083 -5.59823 -3.33795
H -2.75691 -5.16868 -1.90610
H -0.02002 -4.45494 -2.74035
H 0.28316 -3.34280 -0.73132
H -0.44009 -4.86046 -0.25805
H -2.00974 -3.68350 0.89124
H -0.43036 -2.07320 1.23689
H -1.81404 -1.27958 0.96762
H -3.61527 -2.13259 -0.29708
H -3.55783 -3.78819 -0.82103
H -3.67669 -2.60932 -2.80928
H -3.43765 -0.43335 -2.65858
H -1.80587 -0.57958 -2.76580
H -0.76052 -2.26141 -3.05837
H -1.81581 -3.29491 -3.97977
N 2.17773 -1.63531 -0.14726
N 2.09618 -2.27098 -1.40843
C 1.22741 -1.69259 -2.35190
O 1.20152 -2.15720 -3.48059
O 0.44339 -0.78865 -1.87201
H 2.94131 -0.96670 -0.12459
H 2.36329 -2.33680 0.55739
H 2.95707 -2.62245 -1.80160
Cl 2.63520 7.20545 -2.26083
C 2.28152 6.69504 -0.63989
C 3.03550 7.27163 0.36789
C 2.80031 6.96307 1.69467
C 1.80999 6.05357 2.01298
C 1.07660 5.47189 0.99919
Cl -0.14850 4.31258 1.44699
C 1.25590 5.76605 -0.36180
N 0.38329 5.21739 -1.29915
C 0.74308 4.82006 -2.63222
C 0.03496 5.37729 -3.68687
C 0.33586 5.04365 -4.99729
C 1.36738 4.15609 -5.25808
C 2.05754 3.57785 -4.20385
C 1.73781 3.87385 -2.88389
C 2.44228 3.13864 -1.77509
C 1.60009 2.05310 -1.14845
O 2.17118 1.14964 -0.46107
O 0.34216 1.98853 -1.28992
H 3.80729 7.97927 0.09866
H 3.38058 7.42941 2.47857
H 1.60926 5.78379 3.04026
H -0.24442 4.54473 -0.88432
H -0.73545 6.10326 -3.46053
H -0.22034 5.49027 -5.81117
H 1.62940 3.90470 -6.27758
H 2.85172 2.86868 -4.40680
H 2.77166 3.80501 -0.97226
H 3.33076 2.63361 -2.15302
F 3.83493 1.72361 4.77119
C 3.06225 1.10505 3.86506
C 3.55842 0.59110 2.59692
F 3.51352 -0.67442 2.15114
C 2.55690 1.63186 2.46422
F 2.73526 2.82760 1.88636
C 1.16766 1.02290 2.67402
O 0.53692 0.29633 1.77552
C 0.69466 1.54710 3.95937
F 0.86741 2.81571 4.35700
C 1.72546 0.54820 4.18138
F 1.55186 -0.67282 4.70074
C -3.66246 2.82938 0.40559
C -2.63656 1.81061 0.31336
N -1.82619 1.00639 0.24072
H -4.21052 2.71957 1.34004
H -4.34896 2.73034 -0.43378
H -3.19997 3.81585 0.38489
*
```

Here are the Löwdin charges for atoms 1 to 5, given in e:
1. Sc 0.977
2. N 0.241
3. C -0.251
4. C -0.075
5. C -0.318



# 2
Density functional theory data (ωB97M-V/def2-TZVPD) for a cluster of 6 separate species, C24H60O12 in total at a distorted geometry.

Calculated values
- Electronic energy: -50423.6386 eV
- Structure (SMILES): COCCOC.COCCOC.COCCOC.COCCOC.COCCOC.COCCOC

```
! RIJCOSX wB97M-V def2-TZVPD def2/J DEFGRID3
* xyz 0 1
C -1.06339 2.79911 2.59892
O 0.16510 3.25688 3.10198
C 0.46576 4.53471 2.60683
C 1.74197 5.01286 3.25751
O 2.00818 6.30944 2.80529
C 3.26771 6.75127 3.22216
H -1.06784 2.81203 1.50162
H -1.89617 3.40547 2.97929
H -1.23775 1.77609 2.92956
H -0.34616 5.24320 2.83484
H 0.55228 4.52175 1.51023
H 2.56629 4.31846 3.02818
H 1.62904 4.97286 4.35232
H 4.06723 6.17734 2.72663
H 3.40283 6.57923 4.30029
H 3.39399 7.80427 2.99558
C 3.18847 3.75404 -0.12349
O 2.79535 2.53280 0.45874
C 1.84490 1.85150 -0.31458
C 1.55128 0.56911 0.41235
O 0.66215 -0.32386 -0.24888
C -0.59208 0.22109 -0.56627
H 3.47861 3.61997 -1.17030
H 4.04004 4.11721 0.45136
H 2.38836 4.49968 -0.02398
H 2.21227 1.67230 -1.33446
H 0.91938 2.44900 -0.42797
H 1.23366 0.73259 1.44666
H 2.47379 -0.02102 0.42659
H -1.26872 -0.63527 -0.65252
H -0.65424 0.71331 -1.54228
H -1.06030 0.88778 0.16930
C -0.59089 -7.58949 0.52439
O 0.30261 -7.38420 1.58975
C 1.33844 -6.46507 1.33535
C 0.95570 -5.00654 1.31509
O 0.22590 -4.70031 0.14506
C 0.03183 -3.31070 -0.00020
H -1.27514 -8.39041 0.81782
H -0.07863 -7.95014 -0.37840
H -1.18131 -6.70507 0.28974
H 1.83325 -6.71671 0.38377
H 2.08455 -6.63123 2.11472
H 1.89419 -4.42591 1.33592
H 0.39172 -4.71290 2.20910
H 0.98784 -2.77640 -0.08544
H -0.52898 -2.87994 0.82900
H -0.43917 -3.12197 -0.96239
C -1.47901 -2.60135 -3.52617
O -1.71600 -1.21569 -3.61432
C -3.05623 -0.93839 -3.98225
C -4.08242 -1.20191 -2.90001
O -3.71794 -0.51795 -1.73348
C -4.23709 -1.06569 -0.54408
H -1.66400 -3.11385 -4.47635
H -2.07607 -3.07621 -2.73609
H -0.44081 -2.72992 -3.22164
H -3.27082 -1.53335 -4.88024
H -3.11093 0.11306 -4.26612
H -4.21460 -2.27362 -2.70167
H -5.04057 -0.83685 -3.30528
H -5.33553 -1.02241 -0.54740
H -3.80707 -0.50102 0.27713
H -4.00170 -2.13626 -0.44776
C 1.41178 0.14801 -3.53670
O 2.70663 0.68673 -3.63669
C 2.87848 1.63252 -4.67881
C 2.45372 3.03654 -4.33349
O 1.09850 3.11274 -3.98790
C 0.67114 4.44877 -3.82095
H 1.36317 -0.57608 -2.72751
H 1.03249 -0.32767 -4.45525
H 0.65168 0.90988 -3.34528
H 2.39632 1.27108 -5.59428
H 3.95904 1.69216 -4.83335
H 2.62657 3.65911 -5.22745
H 3.09448 3.41391 -3.52321
H 0.98338 5.07021 -4.66491
H 1.08897 4.86076 -2.89272
H -0.41166 4.42098 -3.73122
C 1.48928 -1.40037 3.41300
O 0.30390 -2.15871 3.25878
C -0.84910 -1.34933 3.37186
C -2.08099 -2.19526 3.21185
O -3.17093 -1.31324 3.43907
C -4.41286 -1.86203 3.12482
H 1.28124 -0.34631 3.61249
H 2.12014 -1.49762 2.52838
H 2.06414 -1.75381 4.27697
H -0.83946 -0.60241 2.56554
H -0.86078 -0.83320 4.33770
H -2.13201 -3.00101 3.95460
H -2.11111 -2.62964 2.20642
H -5.19689 -1.13627 3.34214
H -4.62585 -2.76479 3.71434
H -4.54657 -2.11246 2.06263
*
```

Here are the Löwdin charges for atoms 1 to 5, given in e:
1. C -0.111
2. O -0.176
3. C -0.219
4. C -0.225
5. O -0.178



# 3
Density functional theory data (ωB97M-V/def2-TZVPD) for a structure of composition C36H33InN13O2S at a distorted geometry.

Calculated values
- Electronic energy: -77336.1475 eV

```
! RIJCOSX wB97M-V def2-TZVPD def2/J DEFGRID3
* xyz 1 1
In 14.51187 3.41043 14.26778
N 11.72636 6.73739 16.08034
C 12.46893 7.66345 15.32860
C 12.51218 9.07470 15.29544
C 13.38360 9.63750 14.43573
C 14.19814 8.88212 13.61678
C 14.19795 7.50866 13.62103
C 13.29137 6.90021 14.51393
N 13.09379 5.57363 14.74337
C 12.15247 5.49370 15.67385
C 11.82080 4.16284 16.17692
C 10.75218 3.69154 16.84761
S 10.90623 1.97464 17.19229
C 12.42950 2.03143 16.41786
N 12.77293 3.14985 15.87934
H 11.20597 6.96004 16.92950
H 11.87156 9.70963 15.96270
H 13.48213 10.72595 14.37087
H 14.90568 9.35678 13.00546
H 14.78008 6.92256 12.92922
H 9.80922 4.22626 17.08999
H 13.03713 1.15239 16.42831
C 13.18224 0.16533 11.46460
N 14.54783 -0.07362 12.01822
C 15.31224 -1.20979 11.42900
C 14.92366 0.59994 13.12195
N 14.10158 1.29333 13.81705
N 16.22249 0.46537 13.43108
C 16.93602 1.03048 14.49446
N 18.17791 0.51580 14.65582
N 16.41885 1.98219 15.16048
H 13.10899 -0.20412 10.42282
H 13.06970 1.28883 11.38063
H 12.31454 -0.20556 12.04340
H 15.85530 -0.95436 10.48675
H 14.58168 -1.99097 11.12363
H 15.94386 -1.65272 12.23903
H 13.14797 1.33724 13.42514
H 16.83107 0.35293 12.66686
H 18.33342 -0.45615 14.46921
H 18.81932 1.02866 15.26082
H 16.85778 2.26368 16.05413
O 11.44453 1.94986 13.83538
N 10.94532 3.02097 13.35992
N 11.82477 3.78021 12.76376
O 13.12550 3.49352 12.59952
C 11.37459 5.04913 12.37797
C 10.19328 5.56879 12.79596
C 9.85271 6.82651 12.39585
C 10.69971 7.61415 11.62127
C 11.87892 7.04320 11.05060
C 12.19090 5.76818 11.51527
H 9.56594 5.01749 13.52277
H 8.91027 7.25821 12.79445
H 10.34161 8.60894 11.43620
H 12.43926 7.51289 10.31283
H 13.10503 5.28561 11.06416
N 23.55469 8.43443 13.45753
C 22.59918 7.83850 13.71301
C 21.32939 7.14566 13.96556
C 21.34372 5.81766 14.30640
C 20.13038 5.11641 14.29266
C 18.95263 5.77430 14.10140
C 18.93992 7.18681 13.87968
C 20.11871 7.88528 13.79632
C 17.67457 5.08406 14.08759
C 16.92921 5.28061 15.23729
C 17.31711 6.13751 16.32233
C 16.33553 6.00800 17.24035
C 15.32811 5.17214 16.71040
N 15.66088 4.78629 15.49368
C 17.35632 4.37270 12.96697
C 18.10792 4.26789 11.75444
C 17.30802 3.64903 10.84450
C 16.08359 3.34312 11.46005
N 16.13298 3.73049 12.73144
H 22.24308 5.29352 14.52843
H 20.13903 4.06223 14.57804
H 17.95683 7.69151 13.72246
H 20.15989 8.97255 13.57171
H 18.30139 6.61590 16.44992
H 16.28734 6.42798 18.26382
H 14.42373 4.78520 17.17725
H 19.10722 4.67962 11.64920
H 17.62703 3.32808 9.89980
H 15.27767 2.76672 11.12409
*
```

Here are the Löwdin charges for atoms 1 to 5, given in e:
1. In 0.841
2. N 0.199
3. C -0.154
4. C -0.014
5. C -0.100



Question: Which value of electronic energy does entry 1 give?
Answer: -110586.8938 eV



Question: Which of these has the lowest electronic energy?
Answer: C29H32Cl2F5N7O5Sc



Question: What is the formula in the second record?
Answer: C24H60O12